[1]
Formula: C7H5BeF3I2NS
Source: OMol25
Level of theory: ωB97M-V/def2-TZVPD

Properties
E = -44416.4696 eV
net charge = +1
strongest force on any atom = 0.7 eV/Å
Kohn-Sham gap = 0.259 Ha
HOMO = -12.1 eV

Positions of all 20 atoms, in Å:
Be: -0.093 0.156 -0.062
I: -0.807 -2.110 -0.923
C: 1.209 -2.089 -1.659
I: 2.229 -0.351 -0.920
H: 1.183 -2.043 -2.740
H: 1.722 -2.974 -1.304
F: -2.397 4.168 3.495
C: -2.079 3.605 2.323
F: -3.217 3.400 1.640
F: -1.332 4.480 1.632
C: -1.335 2.310 2.536
C: -1.058 1.832 3.799
C: -0.364 0.629 3.956
C: 0.030 -0.058 2.838
N: -0.236 0.401 1.605
C: -0.909 1.566 1.426
S: -1.113 1.915 -0.251
H: -1.377 2.390 4.669
H: -0.138 0.240 4.937
H: 0.571 -0.994 2.894


[2]
Formula: C24H21N5O2PSr
Source: OMol25
Level of theory: ωB97M-V/def2-TZVPD

Properties
E = -46895.7399 eV
net charge = +1
strongest force on any atom = 3.3 eV/Å
Kohn-Sham gap = 0.313 Ha
HOMO = -11.6 eV

Positions of all 54 atoms, in Å:
Sr: -0.001 1.816 0.816
N: 1.265 -0.364 1.083
P: -0.351 -0.901 1.299
C: -0.095 -2.478 2.176
C: -0.891 -2.776 3.276
C: -0.712 -3.972 3.950
C: 0.260 -4.864 3.529
C: 1.044 -4.572 2.421
C: 0.870 -3.382 1.739
C: -0.760 -1.499 -0.371
C: -0.052 -1.286 -1.550
C: -0.579 -1.731 -2.753
C: -1.803 -2.379 -2.794
C: -2.517 -2.585 -1.622
C: -1.999 -2.139 -0.423
C: 1.787 0.429 2.089
C: 1.918 -0.051 3.395
C: 2.420 0.801 4.358
C: 2.796 2.093 3.995
C: 2.629 2.481 2.683
N: 2.119 1.674 1.752
H: 1.329 0.132 0.201
H: -1.645 -2.069 3.596
H: -1.334 -4.212 4.799
H: 0.408 -5.790 4.062
H: 1.783 -5.285 2.086
H: 1.475 -3.148 0.874
H: 0.921 -0.805 -1.562
H: -0.027 -1.562 -3.665
H: -2.200 -2.731 -3.734
H: -3.477 -3.078 -1.641
H: -2.547 -2.284 0.502
H: 1.643 -1.071 3.624
H: 2.522 0.468 5.378
H: 3.200 2.782 4.718
H: 2.894 3.473 2.337
N: -2.938 3.249 -4.206
C: -1.854 2.656 -4.742
O: -1.796 2.277 -5.889
C: -0.675 2.447 -3.818
C: 0.564 2.251 -4.427
C: 1.674 2.039 -3.630
C: 1.500 1.994 -2.256
N: 0.316 2.138 -1.663
C: -0.749 2.377 -2.432
H: -3.716 3.425 -4.825
H: -2.940 3.697 -3.306
H: 0.617 2.269 -5.505
H: 2.651 1.906 -4.065
H: 2.353 1.834 -1.606
H: -1.686 2.498 -1.894
O: -2.496 5.571 1.425
C: -1.876 4.609 1.225
N: -1.247 3.628 0.991


[3]
Formula: H8O4
Source: OMol25
Level of theory: ωB97M-V/def2-TZVPD

Properties
E = -8319.9090 eV
net charge = 0
strongest force on any atom = 0.3 eV/Å
Kohn-Sham gap = 0.413 Ha
HOMO = -10.8 eV
ΔE to the lowest compared entry with this formula, charge and spin = 0.767 eV

Positions of all 12 atoms, in Å:
O: -0.501 -2.532 -1.621
H: 0.091 -2.418 -2.373
H: 0.003 -2.220 -0.857
O: -0.271 -0.255 0.977
H: -0.943 -0.635 1.554
H: -0.724 0.461 0.500
O: -1.494 2.034 -0.425
H: -2.214 1.615 -0.915
H: -1.200 2.759 -0.987
O: 2.549 0.468 1.747
H: 2.845 0.877 0.928
H: 1.859 -0.153 1.474


[4]
Formula: C7H13N
Source: OMol25
Level of theory: ωB97M-V/def2-TZVPD

Properties
E = -8957.4240 eV
net charge = 0
strongest force on any atom = 4.4 eV/Å
Kohn-Sham gap = 0.351 Ha
HOMO = -8.6 eV
ΔE to the lowest compared entry with this formula, charge and spin = 2.509 eV

Positions of all 21 atoms, in Å:
C: 1.540 -1.550 -0.509
C: 1.477 -0.282 -0.196
C: 2.691 0.555 0.175
C: 0.076 0.224 -0.028
C: -0.107 1.543 0.138
C: -1.249 -0.494 -0.304
C: -2.489 0.417 -0.510
N: -1.512 -1.280 0.909
H: 2.414 -2.265 -0.328
H: 0.679 -2.122 -0.982
H: 3.587 0.018 -0.134
H: 2.692 0.737 1.324
H: 2.744 1.621 -0.181
H: -1.038 2.168 0.127
H: 0.693 2.228 0.388
H: -1.155 -1.087 -1.259
H: -2.362 1.273 -1.173
H: -2.930 0.800 0.467
H: -3.318 -0.175 -0.996
H: -1.824 -0.708 1.756
H: -0.610 -1.621 1.316


[5]
Formula: CH4BFINPb
Source: OMol25
Level of theory: ωB97M-V/def2-TZVPD

Properties
E = -19316.4326 eV
net charge = +2
strongest force on any atom = 1.1 eV/Å
Kohn-Sham gap = 0.191 Ha
HOMO = -16.7 eV

Positions of all 10 atoms, in Å:
N: -1.310 0.853 -0.592
C: -0.035 0.744 0.104
B: -0.134 -0.426 1.109
F: -0.707 -0.550 2.231
I: 0.909 -2.428 0.579
H: -1.529 0.039 -1.149
H: -1.293 1.637 -1.227
H: 0.112 1.648 0.690
H: 0.848 0.631 -0.538
Pb: 3.140 -2.147 -1.207


[6]
Formula: C6H9N4
Source: OMol25
Level of theory: ωB97M-V/def2-TZVPD

Properties
E = -12320.3575 eV
net charge = +1
strongest force on any atom = 3.7 eV/Å
Kohn-Sham gap = 0.374 Ha
HOMO = -14.7 eV
ΔE to the lowest compared entry with this formula, charge and spin = 2.277 eV

Positions of all 19 atoms, in Å:
C: 2.163 -1.352 0.920
C: 0.926 -0.708 0.419
N: -0.126 -1.304 0.720
C: -1.406 -0.760 0.422
C: -2.118 -1.709 -0.378
N: -2.736 -2.411 -1.029
C: -1.374 0.586 -0.302
C: -0.010 1.180 -0.531
N: -0.102 2.392 -1.039
N: 1.115 0.572 -0.171
H: 1.849 -2.292 1.215
H: 2.723 -0.891 1.787
H: 2.950 -1.317 0.102
H: -1.852 -0.782 1.369
H: -2.074 0.512 -1.256
H: -1.781 1.347 0.315
H: 0.730 3.035 -1.169
H: -1.005 2.952 -1.094
H: 2.127 0.949 -0.299


[7]
Formula: C4H11N2O
Source: OMol25
Level of theory: ωB97M-V/def2-TZVPD

Properties
E = -9351.2517 eV
net charge = 0
strongest force on any atom = 1.3 eV/Å
Kohn-Sham gap (alpha / beta) = 0.158 / 0.402 Ha
HOMO (alpha / beta) = -3.6 / -10.3 eV
2S+1 = 2
ΔE to the lowest compared entry with this formula, charge and spin = 1.266 eV

Positions of all 18 atoms, in Å:
N: 1.722 1.904 1.144
C: 0.609 1.155 0.528
C: 1.024 -0.309 0.439
N: 0.094 -1.174 0.009
C: -1.319 -0.919 -0.225
C: -1.769 -1.346 -1.625
O: 2.174 -0.614 0.698
H: 1.864 1.620 2.137
H: 1.534 2.935 1.012
H: 2.579 1.703 0.598
H: -0.291 1.375 1.093
H: 0.472 1.571 -0.455
H: 0.399 -2.136 0.032
H: -1.870 -1.525 0.493
H: -1.605 0.079 0.092
H: -1.008 -1.951 -2.115
H: -1.899 -0.486 -2.253
H: -2.710 -1.881 -1.603


[8]
Formula: C9H10N2PtS
Source: OMol25
Level of theory: ωB97M-V/def2-TZVPD

Properties
E = -26552.3473 eV
net charge = -2
strongest force on any atom = 2.1 eV/Å
Kohn-Sham gap (alpha / beta) = 0.150 / 0.162 Ha
HOMO (alpha / beta) = 1.4 / 1.0 eV
2S+1 = 3

Positions of all 23 atoms, in Å:
C: 0.711 -1.144 -1.289
C: -0.578 -1.495 -1.739
C: -1.292 -2.128 -0.697
C: -0.446 -2.202 0.473
C: 0.870 -1.615 0.076
Pt: -0.235 -0.051 1.080
C: -1.049 1.411 -0.267
C: 0.363 1.937 -0.522
C: 0.702 2.840 -1.508
N: 1.121 1.285 0.336
H: -2.263 -2.613 -0.788
H: -0.943 -1.398 -2.765
H: -0.585 -2.817 1.365
H: 1.792 -1.825 0.611
H: 1.504 -0.734 -1.909
H: -1.519 0.919 -1.119
H: 2.147 1.350 0.407
H: -1.675 2.110 0.296
H: -0.102 3.228 -2.119
H: 1.741 3.089 -1.705
S: -1.228 -0.581 3.083
C: 0.041 0.007 4.023
N: 0.923 0.428 4.678


[9]
Formula: C3H6N4
Source: OMol25
Level of theory: ωB97M-V/def2-TZVPD

Properties
E = -9167.4598 eV
net charge = 0
strongest force on any atom = 3.2 eV/Å
Kohn-Sham gap = 0.378 Ha
HOMO = -9.9 eV
ΔE to the lowest compared entry with this formula, charge and spin = 1.396 eV

Positions of all 13 atoms, in Å:
H: 2.061 -0.993 -1.113
N: 2.577 -0.867 -0.250
C: 2.125 0.209 0.339
N: 1.230 1.153 -0.071
C: -0.016 0.848 -0.194
N: -0.550 -0.412 0.030
C: -1.902 -0.632 0.080
N: -2.811 0.226 -0.006
H: -2.454 1.160 -0.214
H: 2.612 0.514 1.310
H: -0.702 1.627 -0.490
H: 0.028 -1.154 0.409
H: -2.197 -1.679 0.169


[10]
Formula: C2H3N3O3
Source: OMol25
Level of theory: ωB97M-V/def2-TZVPD

Properties
E = -12732.1273 eV
net charge = 0
strongest force on any atom = 2.1 eV/Å
Kohn-Sham gap = 0.385 Ha
HOMO = -9.9 eV
ΔE to the lowest compared entry with this formula, charge and spin = 1.831 eV

Positions of all 11 atoms, in Å:
H: 1.196 -1.633 -2.028
N: 0.626 -1.920 -1.216
C: 0.336 -0.870 -0.562
N: -0.399 -0.962 0.603
O: -1.375 0.091 0.748
C: -0.731 1.256 0.797
O: -1.096 2.302 1.279
N: 0.593 1.135 0.368
O: 0.806 0.364 -0.782
H: -0.910 -1.831 0.607
H: 0.954 2.068 0.186


[11]
Formula: C2H6N3S
Source: OMol25
Level of theory: ωB97M-V/def2-TZVPD

Properties
E = -17465.7146 eV
net charge = +1
strongest force on any atom = 4.8 eV/Å
Kohn-Sham gap (alpha / beta) = 0.219 / 0.344 Ha
HOMO (alpha / beta) = -12.3 / -14.0 eV
ΔE to the lowest compared entry with this formula, charge and spin = 4.423 eV

Positions of all 12 atoms, in Å:
C: -0.448 -0.375 -0.834
C: -0.024 1.232 0.998
N: -0.158 0.796 -0.427
N: 0.406 -1.329 1.734
N: -0.469 -0.919 -1.970
S: 1.189 -0.006 1.936
H: 0.421 2.171 0.852
H: -0.947 1.382 1.520
H: 0.135 1.637 -0.917
H: 0.997 -2.137 2.021
H: -0.465 -0.485 -3.006
H: -0.636 -1.966 -1.907


[12]
Formula: C3H14O4
Source: OMol25
Level of theory: ωB97M-V/def2-TZVPD

Properties
E = -11525.8964 eV
net charge = -1
strongest force on any atom = 5.4 eV/Å
Kohn-Sham gap (alpha / beta) = 0.235 / 0.322 Ha
HOMO (alpha / beta) = -2.4 / -4.8 eV
2S+1 = 2
ΔE to the lowest compared entry with this formula, charge and spin = 1.186 eV

Positions of all 21 atoms, in Å:
C: 1.021 -0.067 -1.251
O: 0.937 0.426 2.694
C: 0.158 1.052 -0.750
C: 2.104 1.087 -1.339
H: 0.686 -0.515 -2.183
H: 1.360 -0.917 -0.664
H: 0.648 0.688 3.571
H: -0.680 1.150 -1.430
H: 0.171 1.560 0.196
H: 1.964 2.106 -1.640
H: 2.621 0.996 -0.399
H: 2.931 0.682 -1.999
H: -0.961 -3.198 -0.066
H: -1.040 -1.736 0.541
O: -0.453 -2.392 0.056
H: -3.029 -0.739 -0.682
H: -2.437 0.328 0.187
O: -2.871 0.210 -0.696
H: 0.085 0.141 2.239
H: -1.937 -0.406 2.158
O: -1.279 -0.455 1.455


[13]
Formula: C28H33BClF32NO8
Source: OMol25
Level of theory: ωB97M-V/def2-TZVPD

Properties
E = -147598.1722 eV
net charge = 0
strongest force on any atom = 9.9 eV/Å
Kohn-Sham gap = 0.383 Ha
HOMO = -10.3 eV

Positions of all 104 atoms, in Å:
C: 1.076 1.918 0.188
C: 0.432 0.872 -0.723
C: 1.213 -0.415 -0.913
Cl: 2.966 -0.110 -0.849
N: 0.905 -1.147 -2.198
C: -0.525 -1.067 -2.639
C: -1.545 -1.906 -1.877
C: -1.761 -1.692 -0.386
O: -2.728 -2.622 0.104
B: 1.433 -2.619 -2.286
C: 2.381 -3.229 -1.208
O: 0.909 -3.386 -3.302
C: 1.798 -0.529 -3.386
O: 2.562 -1.436 -3.700
O: 1.539 0.578 -3.678
H: 1.480 1.482 1.099
H: 1.811 2.521 -0.335
H: 0.276 2.586 0.503
H: 0.234 1.348 -1.679
H: -0.531 0.644 -0.272
H: 1.043 -1.078 -0.071
H: -0.830 -0.030 -2.724
H: -0.517 -1.443 -3.660
H: -2.504 -1.681 -2.354
H: -1.391 -2.974 -2.043
H: -0.867 -1.890 0.200
H: -2.128 -0.683 -0.198
H: -3.591 -2.357 -0.226
H: 3.387 -2.884 -1.448
H: 2.393 -4.317 -1.292
H: 2.159 -2.980 -0.173
H: 0.601 -4.232 -2.956
F: 1.138 -4.775 -6.043
C: 1.728 -3.697 -6.601
F: 1.650 -3.820 -7.944
C: 3.204 -3.623 -6.201
F: 3.860 -4.699 -6.686
F: 3.688 -2.520 -6.841
C: 3.532 -3.429 -4.715
O: 3.913 -4.585 -3.986
C: 3.028 -5.391 -3.347
F: 1.765 -4.930 -3.413
F: 3.364 -5.393 -2.028
C: 3.120 -6.842 -3.831
F: 2.812 -6.911 -5.137
F: 2.228 -7.584 -3.135
H: 1.199 -2.790 -6.295
H: 4.426 -2.809 -4.711
H: 2.756 -2.856 -4.205
H: 4.128 -7.230 -3.669
F: 2.687 -5.188 3.018
C: 3.427 -6.104 2.363
F: 3.373 -7.262 3.058
C: 4.892 -5.663 2.274
F: 5.409 -5.576 3.518
F: 5.528 -6.684 1.630
C: 5.230 -4.395 1.479
O: 5.418 -3.177 2.169
C: 4.335 -2.369 2.346
F: 3.223 -2.907 1.800
F: 4.568 -1.237 1.644
C: 4.097 -1.992 3.810
F: 3.866 -3.101 4.537
F: 3.005 -1.196 3.875
H: 3.011 -6.270 1.365
H: 6.202 -4.607 1.036
H: 4.546 -4.241 0.644
H: 4.964 -1.464 4.210
F: -0.542 2.430 4.053
C: -1.566 1.800 3.450
F: -1.150 1.404 2.222
C: -2.761 2.738 3.255
F: -2.383 3.740 2.425
F: -3.692 1.986 2.603
C: -3.457 3.295 4.505
O: -3.125 4.608 4.903
C: -2.084 4.892 5.735
F: -1.485 3.788 6.214
F: -2.578 5.572 6.796
C: -1.071 5.825 5.058
F: -0.549 5.225 3.970
F: -0.072 6.084 5.928
H: -1.846 0.918 4.032
H: -4.511 3.355 4.250
H: -3.380 2.580 5.327
H: -1.557 6.757 4.764
F: -7.006 6.953 -1.117
C: -7.112 8.230 -0.699
F: -7.031 9.038 -1.777
C: -5.971 8.584 0.260
F: -4.792 8.506 -0.388
F: -6.180 9.893 0.587
C: -5.889 7.828 1.595
O: -4.957 6.769 1.683
C: -5.265 5.480 1.367
F: -6.565 5.317 1.062
F: -5.026 4.723 2.469
C: -4.359 4.946 0.251
F: -4.547 5.671 -0.867
F: -4.704 3.663 -0.003
H: -8.082 8.378 -0.217
H: -5.515 8.568 2.299
H: -6.878 7.533 1.946
H: -3.312 4.996 0.552


[14]
Formula: C41H65GeInP2Si
Source: OMol25
Level of theory: ωB97M-V/def2-TZVPD

Properties
E = -131716.2349 eV
net charge = 0
strongest force on any atom = 1.3 eV/Å
Kohn-Sham gap = 0.245 Ha
HOMO = -6.3 eV
ΔE to the lowest compared entry with this formula, charge and spin = 0.499 eV

Positions of all 111 atoms, in Å:
In: -0.428 0.001 2.011
C: 3.497 -0.926 2.033
Si: 1.886 -0.887 0.999
C: 1.668 -2.717 0.489
C: 2.743 -3.600 0.612
C: 2.580 -4.972 0.516
C: 1.313 -5.495 0.320
C: 0.229 -4.643 0.171
C: 0.393 -3.259 0.225
P: -0.980 -2.078 -0.054
C: -2.515 -3.159 -0.057
C: -3.761 -2.360 0.397
C: -4.679 -1.896 -0.731
C: -5.036 -3.055 -1.657
C: -3.771 -3.639 -2.280
C: -2.810 -4.145 -1.204
C: -0.496 -1.457 -1.748
C: -0.079 -2.507 -2.778
C: 0.390 -1.824 -4.065
C: -0.705 -0.923 -4.633
C: -1.082 0.143 -3.607
C: -1.558 -0.512 -2.311
C: 2.393 0.172 -0.516
C: 3.259 -0.418 -1.439
C: 3.790 0.292 -2.505
C: 3.496 1.641 -2.635
C: 2.638 2.249 -1.734
C: 2.050 1.528 -0.692
P: 0.653 2.210 0.292
C: -0.237 3.533 -0.703
C: 0.439 4.724 -1.398
C: -0.637 5.734 -1.808
C: -1.597 5.103 -2.816
C: -2.225 3.834 -2.240
C: -1.163 2.860 -1.724
C: 1.194 3.165 1.831
C: 1.541 4.652 1.735
C: 2.938 4.897 1.167
C: 3.982 4.198 2.036
C: 3.686 2.701 2.101
C: 2.280 2.446 2.646
H: 4.376 -1.030 1.392
H: 3.476 -1.766 2.730
H: 3.637 -0.022 2.623
H: 3.735 -3.209 0.804
H: 3.433 -5.630 0.624
H: 1.157 -6.566 0.281
H: -0.743 -5.085 0.018
H: -2.249 -3.766 0.814
H: -3.439 -1.500 0.990
H: -4.348 -2.998 1.064
H: -4.201 -1.104 -1.313
H: -5.585 -1.468 -0.296
H: -5.721 -2.718 -2.439
H: -5.550 -3.834 -1.085
H: -3.290 -2.882 -2.903
H: -4.023 -4.472 -2.940
H: -1.883 -4.473 -1.673
H: -3.271 -5.031 -0.755
H: 0.390 -0.853 -1.522
H: -0.920 -3.162 -3.019
H: 0.722 -3.128 -2.373
H: 0.681 -2.579 -4.800
H: 1.274 -1.215 -3.846
H: -1.585 -1.530 -4.875
H: -0.368 -0.453 -5.560
H: -1.864 0.798 -4.001
H: -0.201 0.759 -3.406
H: -2.467 -1.073 -2.524
H: -1.812 0.244 -1.561
H: 3.517 -1.466 -1.316
H: 4.437 -0.199 -3.221
H: 3.934 2.222 -3.438
H: 2.438 3.305 -1.839
H: -0.879 3.938 0.093
H: 0.929 4.389 -2.314
H: 1.188 5.210 -0.778
H: -0.167 6.621 -2.238
H: -1.196 6.055 -0.923
H: -1.042 4.851 -3.725
H: -2.378 5.814 -3.095
H: -2.837 3.340 -2.999
H: -2.887 4.106 -1.411
H: -0.563 2.499 -2.564
H: -1.656 1.998 -1.272
H: 0.257 3.092 2.401
H: 1.516 5.047 2.757
H: 0.779 5.198 1.180
H: 3.133 5.971 1.123
H: 3.008 4.501 0.149
H: 3.949 4.619 3.046
H: 4.986 4.368 1.642
H: 4.423 2.206 2.737
H: 3.777 2.272 1.100
H: 2.231 2.820 3.674
H: 2.074 1.375 2.687
C: -1.844 -1.408 6.585
Ge: -1.278 -1.370 4.684
C: -2.195 -2.857 3.750
C: 0.637 -1.937 4.813
C: -1.775 0.281 3.721
H: -1.743 -2.426 6.965
H: -2.880 -1.093 6.714
H: -1.210 -0.757 7.190
H: -2.222 -3.765 4.357
H: -1.674 -3.087 2.816
H: -3.218 -2.567 3.506
H: 0.720 -2.801 5.476
H: 1.244 -1.129 5.226
H: 1.043 -2.208 3.834
H: -1.214 1.102 4.213